# 1
Formula: C7H12ClNO4
Source: OMol25
Level of theory: wB97M-V/def2-TZVPD

Summary:
- LUMO level (eV) = 0.300
- orbital gap (eV) = 9.0061
- charge = 0
- SMILES string = C/C=[N+](\[O-])O.C=C(Cl)C(=O)OCC

Geometry as XYZ:
```
25
Properties=species:S:1:pos:R:3:forces:R:3
C 0.259 -0.684 -0.594 0.07 0.10 -0.15
C -1.022 -3.173 -1.801 0.09 0.32 0.28
C -0.948 1.173 1.991 0.13 0.19 0.06
C 2.263 0.725 -0.555 -0.33 -0.29 0.22
C -1.365 -2.393 -0.540 -0.34 -0.14 -0.39
C -0.431 1.842 0.768 -0.62 0.39 0.19
C 1.448 -0.095 0.102 0.58 -0.27 -0.67
N 0.484 2.738 0.880 0.05 0.39 -0.49
O -0.181 -0.237 -1.624 -0.10 0.01 -0.02
O 0.865 3.349 -0.328 -0.32 -0.28 -0.49
O 1.111 3.102 1.876 0.45 0.19 0.60
O -0.229 -1.744 0.041 0.18 -0.04 0.17
Cl 1.801 -0.699 1.670 0.24 0.02 0.36
H -1.879 -3.770 -2.091 -0.14 -0.13 -0.06
H -0.775 -2.495 -2.610 0.02 0.02 -0.08
H -0.179 -3.832 -1.621 0.09 -0.15 0.03
H -1.821 1.702 2.377 -0.08 0.04 0.01
H -0.180 1.189 2.760 -0.03 -0.08 0.05
H -1.238 0.147 1.784 -0.01 -0.11 -0.04
H 3.163 1.113 -0.115 0.18 0.03 0.19
H 1.990 1.052 -1.542 -0.08 -0.02 -0.22
H 1.573 3.976 -0.105 -0.17 -0.25 0.56
H -1.722 -3.061 0.246 0.01 0.14 -0.05
H -2.124 -1.636 -0.764 0.05 -0.09 0.11
H -0.864 1.711 -0.206 0.09 0.03 -0.17
```
Positions in Å, forces in eV/Å.

Computed natural (NBO) charges, given in elementary charges:
1 C 0.752
2 C -0.639
3 C -0.668
4 C -0.317
5 C -0.071
6 C -0.042
7 C -0.177
8 N 0.366
9 O -0.605
10 O -0.558
11 O -0.521
12 O -0.495
13 Cl 0.036
14 H 0.218
15 H 0.231
16 H 0.214
17 H 0.230
18 H 0.253
19 H 0.226
20 H 0.219
21 H 0.235
22 H 0.492
23 H 0.195
24 H 0.191
25 H 0.234

---

# 2
Formula: C24H36NNdO3PSSi
Source: OMol25
Level of theory: wB97M-V/def2-TZVPD

Summary:
- 2S+1 = 4
- LUMO level (spin up / spin down) (eV) = -3.183 / -3.118
- orbital gap (spin up / spin down) (eV) = 7.1435 / 7.1804
- ⟨S²⟩ = 3.76
- charge = +1

Geometry as XYZ:
```
68
Properties=species:S:1:pos:R:3:forces:R:3
Nd -0.197 -0.248 0.507 -0.51 -0.52 -1.95
C -2.683 2.770 2.730 -0.82 0.27 0.04
P -2.533 1.356 1.625 -0.71 -0.77 -0.53
C -4.255 0.713 1.541 -0.12 -1.31 -1.93
C -1.706 0.058 2.694 -0.90 0.07 0.75
C -0.755 0.397 3.676 -0.92 -0.58 0.01
C -0.415 -0.554 4.675 -0.46 0.15 -0.80
C -0.744 -1.884 4.528 -0.57 -0.20 -3.03
C -1.455 -2.262 3.299 0.83 -0.57 2.40
C -2.078 -1.315 2.534 0.02 0.29 -0.83
H -1.726 3.207 2.878 0.89 0.42 0.26
H -3.112 2.453 3.689 0.01 0.23 -0.20
H -3.310 3.555 2.255 0.24 -0.62 0.26
H -4.704 0.428 2.475 -0.31 0.34 0.54
H -4.203 -0.252 0.951 0.08 0.88 0.54
H -4.933 1.315 0.872 0.80 -0.14 1.02
H -0.395 1.419 3.713 -0.06 0.01 0.29
H 0.024 -0.230 5.589 0.70 0.30 0.38
H -0.365 -2.651 5.179 -0.16 -0.05 0.30
H -1.591 -3.319 3.054 -0.09 0.33 0.30
H -2.791 -1.699 1.760 0.74 0.76 0.61
C 5.070 -1.772 2.344 2.65 -0.21 0.12
C 3.879 -1.136 1.755 -1.98 1.50 -0.81
S 2.609 -2.264 0.866 -0.68 0.81 0.11
O 1.806 -1.249 -0.065 1.08 -0.88 1.53
C 3.406 -3.371 -0.415 0.90 1.56 1.95
C 4.269 -2.423 -1.196 0.73 0.64 -0.32
H 5.223 -2.810 2.065 0.05 -0.14 -0.32
H 5.187 -1.779 3.427 -0.71 0.19 0.06
H 5.971 -1.191 2.008 -0.67 -0.75 0.12
H 4.121 -0.338 1.000 -0.27 -0.90 0.55
H 3.281 -0.614 2.566 0.18 -0.76 -1.11
H 2.531 -3.856 -0.779 -0.57 -0.15 -0.94
H 4.013 -4.106 0.116 -0.14 0.00 0.15
H 3.710 -1.605 -1.658 -0.12 -0.02 0.40
H 4.744 -2.890 -2.050 0.40 -0.34 0.10
H 5.036 -1.998 -0.472 -0.69 -0.53 -1.22
C -2.158 -3.460 -3.640 -0.19 -1.30 -1.12
Si -1.170 -2.054 -2.940 0.99 -0.20 0.29
C 0.710 -2.556 -3.250 -0.70 -0.15 1.06
C -1.602 -0.704 -4.158 -0.50 0.33 0.17
C -1.570 -1.755 -1.111 0.55 0.29 0.26
H -2.168 -3.266 -4.714 0.07 0.25 -0.27
H -3.220 -3.452 -3.414 -0.15 -0.05 0.45
H -1.806 -4.518 -3.672 -0.07 0.68 0.79
H 1.107 -2.136 -4.161 -0.05 -0.16 -0.55
H 0.850 -3.663 -3.209 -0.13 0.77 -0.25
H 1.343 -2.128 -2.465 -0.09 -0.03 0.12
H -1.486 -1.148 -5.153 -0.21 0.16 0.06
H -0.950 0.151 -4.113 0.37 0.42 0.10
H -2.636 -0.315 -4.021 0.53 -0.41 -0.20
H -1.812 -2.813 -0.849 -0.08 0.62 0.42
H -2.494 -1.133 -1.037 0.13 -0.46 -0.18
O 0.513 4.064 2.028 -0.35 -0.74 -1.10
C 0.279 3.636 0.906 0.26 0.49 0.96
N 0.050 2.289 0.581 1.05 -1.60 -1.31
C -0.078 2.155 -0.790 -2.00 3.09 0.08
O -0.485 1.150 -1.427 1.20 -0.35 1.46
C -0.087 3.548 -1.406 -0.37 -0.13 1.38
C -0.474 3.947 -2.674 -0.21 -2.34 -0.68
C -0.439 5.286 -2.935 -0.42 1.44 0.61
C -0.131 6.186 -1.901 0.24 -0.31 -0.61
C 0.209 5.793 -0.611 -0.43 0.31 0.53
C 0.108 4.460 -0.328 0.78 -1.86 -2.01
H -0.868 3.194 -3.434 0.92 1.03 1.06
H -0.752 5.675 -3.897 0.09 -0.01 0.05
H -0.186 7.223 -2.125 0.15 0.75 -0.14
H 0.473 6.488 0.181 -0.20 0.13 -0.22
```
Positions in Å, forces in eV/Å.

Computed Löwdin charges, given in elementary charges:
1 Nd 1.766
2 C -0.253
3 P 0.879
4 C -0.270
5 C -0.516
6 C -0.090
7 C -0.058
8 C -0.025
9 C -0.059
10 C -0.191
11 H 0.005
12 H 0.066
13 H 0.074
14 H 0.042
15 H 0.040
16 H 0.072
17 H 0.107
18 H 0.107
19 H 0.108
20 H 0.118
21 H 0.116
22 C -0.153
23 C -0.364
24 S 0.995
25 O -0.747
26 C -0.317
27 C -0.140
28 H 0.073
29 H 0.084
30 H 0.108
31 H 0.106
32 H 0.106
33 H 0.074
34 H 0.096
35 H 0.074
36 H 0.088
37 H 0.093
38 C -0.210
39 Si 0.416
40 C -0.168
41 C -0.198
42 C -0.421
43 H 0.018
44 H 0.028
45 H 0.042
46 H 0.015
47 H 0.033
48 H -0.029
49 H 0.031
50 H 0.003
51 H 0.049
52 H -0.028
53 H -0.039
54 O 0.081
55 C -0.424
56 N -0.043
57 C -0.470
58 O -0.113
59 C -0.073
60 C -0.016
61 C -0.061
62 C -0.045
63 C 0.000
64 C -0.087
65 H 0.149
66 H 0.114
67 H 0.100
68 H 0.129

---

# 3
Formula: C4H11NO2
Source: OMol25
Level of theory: wB97M-V/def2-TZVPD

Summary:
- relative energy (zero: lowest compared OMol25 entry of this formula, charge and spin) (eV) = 1.171
- LUMO level (eV) = 0.729
- orbital gap (eV) = 10.5599
- charge = 0
- SMILES string = CCC(N)=O.CO

Geometry as XYZ:
```
18
Properties=species:S:1:pos:R:3:forces:R:3
C -0.676 -0.848 -0.820 -1.75 0.84 -3.84
C -0.899 0.461 -1.630 -0.11 0.78 1.86
C -0.815 -0.902 0.604 -1.02 -0.92 4.94
O -1.043 -0.032 1.450 0.50 0.62 -1.79
N -0.799 -2.189 1.134 0.43 -0.28 -1.43
H -1.494 -1.491 -1.240 1.15 -0.35 0.41
H 0.314 -1.133 -1.137 0.26 -0.87 0.11
H -1.906 0.898 -1.623 -0.01 -0.63 0.18
H -0.644 -2.342 2.114 -0.14 0.39 0.08
H -0.580 -2.966 0.529 0.03 0.07 0.11
H -0.624 0.310 -2.667 0.37 0.09 0.02
H -0.312 1.213 -1.091 0.28 0.21 -0.89
C 1.904 1.445 0.663 1.48 0.13 0.87
O 0.748 2.145 0.996 -0.29 0.43 -0.10
H -0.053 1.620 0.886 0.04 -0.38 0.27
H 1.906 0.362 0.839 -0.52 0.01 -0.04
H 2.709 1.818 1.345 -0.47 -0.18 -0.52
H 2.264 1.629 -0.351 -0.22 0.03 -0.23
```
Positions in Å, forces in eV/Å.

Computed natural (NBO) charges, given in elementary charges:
1 C -0.530
2 C -0.602
3 C 0.669
4 O -0.622
5 N -0.823
6 H 0.241
7 H 0.242
8 H 0.217
9 H 0.405
10 H 0.378
11 H 0.216
12 H 0.218
13 C -0.252
14 O -0.739
15 H 0.494
16 H 0.155
17 H 0.177
18 H 0.154

---

# 4
Formula: C20H22N2O2
Source: OMol25
Level of theory: wB97M-V/def2-TZVPD

Summary:
- relative energy (zero: lowest compared OMol25 entry of this formula, charge and spin) (eV) = 0.579
- LUMO level (eV) = 0.661
- orbital gap (eV) = 9.3318
- charge = 0
- SMILES string = O=C(Nc1ccccc1C(=O)N1CCCCCC1)c1ccccc1

Geometry as XYZ:
```
46
Properties=species:S:1:pos:R:3:forces:R:3
O -0.749 -0.391 -1.161 -0.01 -0.05 -0.09
C -1.619 0.181 -0.536 -0.20 0.14 -0.16
N -1.482 1.448 -0.047 -0.31 0.26 0.15
C -0.291 2.184 -0.019 0.46 0.04 -0.08
C -0.325 3.548 -0.290 -0.04 -0.16 0.03
C 0.836 4.296 -0.252 0.03 0.03 0.06
C 2.042 3.689 0.060 0.06 0.07 0.00
C 2.078 2.336 0.343 -0.16 -0.04 -0.05
C 0.921 1.567 0.302 -0.20 0.25 0.11
C 0.922 0.158 0.815 0.12 0.07 0.13
O 0.275 -0.103 1.818 -0.16 0.04 0.14
N 1.705 -0.740 0.187 0.11 -0.10 -0.07
C 2.296 -0.526 -1.109 0.22 0.25 -0.23
H 1.787 -1.175 -1.833 0.01 0.07 -0.01
C 3.799 -0.816 -1.137 -0.20 -0.17 -0.20
H 4.296 -0.287 -0.322 0.06 0.13 0.02
H 4.188 -0.417 -2.076 0.02 0.05 0.01
C 4.118 -2.310 -1.068 0.19 0.07 0.15
C 4.196 -2.887 0.350 -0.04 0.04 -0.03
C 3.143 -2.366 1.334 -0.03 -0.18 -0.11
H 3.031 -3.099 2.135 0.01 0.03 0.07
H 3.489 -1.440 1.797 -0.04 -0.01 0.07
C 1.770 -2.085 0.719 -0.01 -0.08 0.55
H 1.001 -2.147 1.492 0.10 -0.06 -0.20
H 1.533 -2.803 -0.070 -0.06 0.01 -0.05
H 4.107 -3.973 0.272 0.08 -0.03 0.05
H 5.183 -2.676 0.769 0.04 -0.08 -0.01
H 3.363 -2.850 -1.644 0.01 -0.03 -0.08
H 5.079 -2.495 -1.554 -0.06 -0.06 -0.06
H 2.110 0.505 -1.411 -0.02 -0.19 -0.03
H 3.011 1.866 0.620 0.10 -0.08 0.01
H 2.950 4.272 0.095 0.08 0.05 0.01
H 0.800 5.355 -0.461 -0.01 0.08 -0.02
H -1.269 4.018 -0.527 -0.08 0.02 -0.08
H -2.314 1.926 0.266 0.09 -0.16 -0.04
C -2.957 -0.420 -0.281 -0.19 -0.24 0.07
C -3.640 -0.200 0.912 0.09 0.02 -0.11
C -4.866 -0.802 1.126 -0.13 0.00 0.05
C -5.422 -1.619 0.155 -0.03 -0.01 0.06
C -4.738 -1.853 -1.028 0.00 -0.02 -0.05
C -3.506 -1.264 -1.241 0.13 0.10 0.01
H -2.953 -1.443 -2.151 0.06 -0.03 -0.07
H -5.165 -2.499 -1.780 -0.03 -0.04 -0.06
H -6.383 -2.082 0.324 -0.07 -0.04 0.02
H -5.390 -0.637 2.056 -0.03 0.00 0.07
H -3.193 0.407 1.687 0.06 0.05 0.07
```
Positions in Å, forces in eV/Å.

Computed natural (NBO) charges, given in elementary charges:
1 O -0.614
2 C 0.671
3 N -0.614
4 C 0.154
5 C -0.232
6 C -0.195
7 C -0.226
8 C -0.198
9 C -0.055
10 C 0.673
11 O -0.644
12 N -0.431
13 C -0.206
14 H 0.198
15 C -0.416
16 H 0.198
17 H 0.213
18 C -0.403
19 C -0.396
20 C -0.409
21 H 0.213
22 H 0.204
23 C -0.233
24 H 0.250
25 H 0.192
26 H 0.202
27 H 0.201
28 H 0.195
29 H 0.210
30 H 0.225
31 H 0.216
32 H 0.216
33 H 0.216
34 H 0.213
35 H 0.408
36 C -0.085
37 C -0.204
38 C -0.215
39 C -0.196
40 C -0.215
41 C -0.178
42 H 0.229
43 H 0.216
44 H 0.215
45 H 0.216
46 H 0.222